No. 1
C24H47BCl4N7O31 | ωB97M-V with the def2-TZVPD basis set

XYZ file:
```
114
Properties=species:S:1:pos:R:3:mulliken_charge:R:1
O -2.51914 1.86332 0.45993 -0.45
C -1.73680 0.96497 0.30318 0.95
O -0.95661 0.81993 -0.73221 -0.92
B 0.01971 -0.24080 -0.47237 1.36
O -0.43516 -0.86709 0.76493 -1.06
C -1.45968 -0.21371 1.26598 0.60
O -2.01452 -0.40274 2.30194 -0.64
O 1.39928 0.25115 -0.30886 0.50
C 2.13629 -0.16206 -1.33710 0.15
O 3.28708 0.11183 -1.50335 -0.59
C 1.28599 -1.16132 -2.12872 0.40
O 0.08144 -1.21648 -1.57863 -0.79
O 1.71913 -1.79553 -3.04318 -0.60
Cl 5.90687 -4.07841 0.13454 -0.21
C 5.56048 -2.43271 -0.52426 -0.20
C 5.49899 -1.41847 0.59879 0.48
Cl 4.12196 -1.61836 1.69498 -0.18
H 4.60242 -2.41917 -1.03799 -0.11
H 6.40405 -2.19060 -1.16292 0.44
H 5.50068 -0.42779 0.15243 -0.73
H 6.36031 -1.50641 1.25758 0.56
Cl 6.50560 3.98476 -2.90675 -0.23
C 5.58584 3.27882 -1.56963 -0.12
C 5.83733 1.81255 -1.36252 0.25
Cl 7.49069 1.52955 -0.63093 -0.23
H 4.50967 3.41890 -1.67584 0.03
H 5.80491 3.75158 -0.60996 0.33
H 5.78207 1.25257 -2.29322 0.36
H 5.05080 1.44462 -0.70926 -0.39
C -4.25147 4.83177 1.14576 -0.36
N -4.20727 6.29284 1.47823 0.94
O -5.20266 6.93568 1.20470 -0.61
O -3.21102 6.76118 1.97100 -0.53
H -4.45838 4.67680 0.09434 0.28
H -5.06043 4.47186 1.77596 0.28
H -3.27136 4.47173 1.44866 0.00
C -4.32562 1.85093 -2.25344 -0.33
N -3.94323 2.64972 -3.45823 0.97
O -2.90668 3.28292 -3.41489 -0.55
O -4.63504 2.54097 -4.44397 -0.59
H -5.41320 1.88202 -2.23848 0.38
H -4.02456 2.32014 -1.32229 -0.12
H -3.92793 0.84779 -2.35518 0.23
C -1.38708 -0.36000 5.63802 -0.72
N -2.37349 -1.45223 5.59688 1.09
O -3.50819 -1.15518 5.90120 -0.59
O -2.03283 -2.54863 5.25134 -0.57
H -0.91636 -0.26767 4.65549 0.10
H -0.53851 -0.54582 6.29005 0.33
H -1.89873 0.58146 5.78679 0.37
C -5.48167 -1.16456 2.28920 -0.69
N -5.16479 -0.71301 0.90000 0.93
O -5.36309 0.45035 0.61125 -0.51
O -4.51729 -1.48360 0.20336 -0.54
H -5.75033 -2.21001 2.19206 0.26
H -6.39767 -0.61859 2.52528 0.31
H -4.71368 -0.80185 2.96239 0.23
C 0.65638 3.41566 -1.48627 -0.66
N 1.29568 3.45956 -0.14249 1.21
O 2.50767 3.39668 -0.14922 -0.60
O 0.60019 3.70756 0.80007 -0.55
H 0.92529 4.21473 -2.17375 0.38
H -0.41543 3.45862 -1.31123 0.15
H 0.91099 2.49907 -2.01063 0.06
C 4.22074 -1.70934 -5.04873 -0.31
N 4.98920 -3.00849 -5.06733 0.94
O 5.50412 -3.38566 -4.04088 -0.53
O 5.02167 -3.61069 -6.11947 -0.59
H 4.31225 -1.13465 -5.95854 0.29
H 4.66453 -1.19737 -4.19656 0.08
H 3.23903 -2.04802 -4.72713 0.15
C 2.71766 2.07536 2.82269 -0.58
N 4.07510 2.67601 2.99838 1.01
O 4.84330 2.47326 2.08351 -0.51
O 4.39666 3.07695 4.09164 -0.62
H 2.68561 1.52261 1.89617 -0.01
H 2.02511 2.91593 2.90164 0.32
H 2.52693 1.54896 3.75548 0.36
C -1.63949 -7.68963 -5.47967 -0.73
O -1.49001 -6.32375 -5.12958 -0.36
C -1.32624 -6.03737 -3.83674 0.75
O -1.22563 -6.80861 -2.91708 -0.55
O -1.35829 -4.72373 -3.61406 -0.14
C -1.35519 -3.75555 -4.64427 -0.53
H -1.20637 -7.81330 -6.47113 0.24
H -2.69051 -7.96107 -5.59959 0.27
H -1.18397 -8.35313 -4.74967 0.34
H -2.32083 -3.63253 -5.14022 0.31
H -0.62640 -3.92923 -5.43795 0.31
H -1.07762 -2.82896 -4.15581 0.06
C -0.93580 6.20611 5.04374 -0.68
O -2.09488 5.38461 5.14687 -0.35
C -2.10382 4.30350 4.38042 0.71
O -1.33609 4.08446 3.48854 -0.38
O -3.09282 3.53224 4.83843 -0.33
C -3.55406 2.43060 4.08141 0.13
H -0.98764 6.80524 4.13709 0.27
H 0.01551 5.69205 5.15418 0.31
H -1.00418 6.90471 5.87789 0.23
H -2.92207 1.56079 4.23517 -0.21
H -3.62734 2.64224 3.01052 -0.08
H -4.59167 2.20822 4.32997 0.34
C -2.01259 -3.79457 -0.25388 0.00
O -0.61464 -3.90319 0.03371 0.14
C -0.07760 -5.10631 0.04034 0.51
O -0.63052 -6.15413 -0.13516 -0.58
O 1.19769 -5.08916 0.49620 -0.45
C 2.02543 -3.93233 0.41206 -0.15
H -2.38327 -2.77779 -0.16042 -0.21
H -2.69810 -4.41615 0.31736 0.36
H -2.02728 -4.05115 -1.31285 -0.03
H 2.80242 -4.16051 1.13864 0.29
H 1.66940 -2.96858 0.79481 -0.01
H 2.33464 -3.75072 -0.61872 0.23
```

Its charge is -1. The frontier orbital gap comes out at 9.68 eV. As for the HOMO energy: -8.18 eV. As for the spin multiplicity: 1.

No. 2
C24H47Br12I2NOSi | ωB97M-V with the def2-TZVPD basis set

XYZ file:
```
88
Properties=species:S:1:pos:R:3:mulliken_charge:R:1
C 4.31491 -2.35850 -3.83774 0.34
C 4.39970 -2.15130 -2.65289 -0.63
Si 4.23164 -1.90164 -0.77629 -0.08
C 2.44231 -2.21315 -0.13654 -0.22
C 1.34305 -1.99017 -1.25141 0.00
C 0.08441 -1.15375 -0.79066 0.75
C -1.07919 -2.02288 -0.17308 -0.20
C -2.49496 -1.39593 -0.54302 -0.77
N -2.53821 0.08553 -0.60397 -0.16
O 5.34672 -2.99421 -0.05200 -0.53
C 6.41697 -3.33719 -0.96468 0.19
C 7.59318 -3.99225 -0.10873 -1.15
C 4.64608 -0.09737 -0.24846 -0.33
I 3.14275 1.26717 -0.99496 0.10
C 6.14299 0.32323 -0.54177 -0.44
C 6.43998 0.70670 -2.03278 -0.88
I 6.72560 1.83656 0.90712 0.05
H 4.38812 -2.71162 -4.87456 0.52
H 2.27991 -1.50267 0.72599 -0.11
H 2.39197 -3.24078 0.32409 0.41
H 1.06444 -2.97050 -1.71205 0.40
H 1.82407 -1.39392 -2.06822 -0.59
H -0.33569 -0.69045 -1.73097 -0.51
H 0.32443 -0.33180 -0.07491 -0.02
H -1.07991 -3.07546 -0.57672 0.38
H -1.01399 -2.13858 0.94625 0.10
H -2.75932 -1.80116 -1.56158 0.36
H -3.31512 -1.70737 0.16270 0.05
H -1.95885 0.51680 0.11483 0.01
H -2.21326 0.36968 -1.52653 0.20
H 6.86572 -2.42876 -1.44996 0.05
H 6.11206 -4.11335 -1.71342 0.28
H 7.20706 -4.35759 0.87120 0.28
H 8.40092 -3.22794 0.05179 0.25
H 8.06049 -4.82558 -0.69978 0.33
H 4.53248 -0.10748 0.87348 0.32
H 6.77554 -0.57860 -0.31124 0.40
H 6.62513 -0.20629 -2.64844 0.21
H 5.66266 1.34307 -2.51625 0.26
H 7.38236 1.32413 -2.02368 0.38
Br -0.27979 2.97779 -1.45825 -0.11
C -1.58484 4.38480 -1.11655 -0.68
C -2.85072 3.82611 -0.51940 -0.02
Br -3.94990 2.96380 -1.87280 -0.12
H -1.74848 4.90108 -2.05958 0.39
H -1.09412 5.06109 -0.41677 0.36
H -3.47178 4.62759 -0.11864 0.36
H -2.67037 3.08791 0.26023 -0.21
Br 0.23594 0.16848 2.93460 -0.09
C -1.08606 1.55728 3.25920 -0.34
C -2.33573 0.97336 3.85758 -0.56
Br -3.39524 0.07465 2.49763 -0.08
H -1.25735 2.06259 2.31065 -0.03
H -0.61158 2.25086 3.95392 0.40
H -2.97960 1.75952 4.25191 0.41
H -2.13902 0.24561 4.64219 0.38
Br -6.17637 -4.23648 0.88755 -0.14
C -6.68067 -3.69462 2.68944 -0.56
C -5.73938 -2.64995 3.23022 -0.49
Br -4.05509 -3.44233 3.80289 -0.11
H -6.71271 -4.59776 3.29444 0.39
H -7.68780 -3.28988 2.59307 0.35
H -6.15380 -2.18657 4.12524 0.37
H -5.49544 -1.87630 2.50657 0.15
Br 3.62052 1.44560 4.02790 -0.05
C 2.54428 1.41784 5.64934 -0.30
C 2.74171 2.67250 6.46053 -0.61
Br 4.43004 2.63276 7.43104 -0.16
H 2.80866 0.51146 6.18929 0.40
H 1.51321 1.34206 5.30350 -0.06
H 1.97436 2.75598 7.23000 0.39
H 2.74492 3.57726 5.85663 0.37
Br -6.62858 5.90870 -0.92836 -0.14
C -8.17734 5.09291 -1.78515 -0.56
C -8.78611 4.02405 -0.91466 -0.58
Br -7.73697 2.38429 -0.96688 -0.12
H -7.84523 4.72111 -2.75179 0.36
H -8.88090 5.91113 -1.93643 0.34
H -9.77119 3.74237 -1.28575 0.33
H -8.86635 4.31616 0.12990 0.37
Br 0.00181 -2.01779 -7.64807 -0.17
C -0.59675 -1.45156 -5.88232 -0.59
C 0.35282 -0.45029 -5.27630 -0.55
Br 1.96092 -1.31780 -4.59080 0.01
H -0.70994 -2.35217 -5.28276 0.34
H -1.57625 -1.00251 -6.04545 0.40
H -0.10077 0.03150 -4.40930 0.16
H 0.67951 0.31205 -5.98016 0.42
```

The frontier orbital gap comes out at 8.76 eV. The calculation puts the energy relative to the best compared isomer or geometry (same formula, charge and spin) at 0.0 kcal/mol. As for the HOMO energy: -8.71 eV. As for the spin multiplicity: 1.